C23H12BrF4GaN3P as an isolated structure in a non-equilibrium geometry, computed with the ωB97M-V functional and the def2-TZVPD basis.

Output
**Spin multiplicity**: 1
**Relative energy (zero: lowest compared OMol25 entry of this formula, charge and spin)**: 18.9 kcal/mol
**Total energy**: -171086.628 eV
**Kohn-Sham gap (spin up / spin down)**: 4.8 / 4.8 eV

Geometry as XYZ:
```
45
Properties=species:S:1:pos:R:3:forces:R:3
Ga 1.5899 0.7553 1.6890 3.2 -1.1 -1.0
F -3.7493 4.7392 -0.4780 1.0 -0.6 0.0
C -2.7848 3.8153 -0.5129 0.8 -0.8 1.1
C -2.8609 2.7409 -1.3818 -0.9 0.0 -0.7
F -3.9110 2.6677 -2.2301 1.0 0.0 0.6
C -1.8828 1.7365 -1.3423 0.1 -0.2 0.0
F -1.9942 0.6836 -2.2269 0.3 1.6 1.3
C -0.8373 1.7801 -0.4033 -0.3 -0.8 -0.6
P 0.3525 0.3978 -0.4135 0.3 0.6 0.7
C 1.2514 0.3642 -1.9941 0.3 -0.3 0.2
C 2.3082 -0.5488 -2.0737 0.4 0.4 -0.1
C 3.2565 -0.4557 -3.0947 -0.7 0.3 0.4
C 3.1436 0.5406 -4.0654 0.4 -0.3 0.3
C 1.9998 1.3467 -4.0849 0.4 -0.7 0.3
C 1.0701 1.2483 -3.0441 -0.7 0.9 -0.4
C -0.4483 -1.1739 -0.1353 -1.1 -0.6 -1.6
C -1.4304 -1.2754 0.8403 0.3 -0.9 0.7
C -1.9190 -2.5388 1.2137 0.0 0.6 -0.3
C -1.5343 -3.6794 0.5032 0.2 0.1 0.5
C -0.6657 -3.5438 -0.5705 0.0 0.8 -0.4
C -0.1758 -2.2889 -0.9527 0.0 -0.1 1.3
C -0.7731 2.8268 0.5577 -0.1 -0.3 -0.1
Br 0.4246 3.0964 2.1254 -0.8 -0.6 -1.6
C -1.7295 3.7847 0.4677 -1.9 2.9 -0.1
F -1.7318 4.8718 1.3069 0.1 -1.3 -0.7
H 2.4194 -1.2809 -1.2944 0.3 -0.1 0.2
H 4.0961 -1.1324 -3.0950 0.1 0.0 0.0
H 4.0226 0.6455 -4.7254 -1.0 0.2 0.0
H 1.8418 2.0132 -4.9117 -0.1 0.4 0.0
H 0.1736 1.8978 -3.0664 0.7 -0.3 0.0
H -1.7362 -0.3935 1.3921 0.0 -0.1 0.1
H -2.5765 -2.5686 2.0754 -0.1 -0.3 -0.2
H -1.8547 -4.6826 0.8064 0.0 0.5 -0.1
H -0.3660 -4.3967 -1.1481 0.0 -0.3 -0.1
H 0.4717 -2.1827 -1.8037 0.1 -0.1 -0.1
C 3.3671 0.6348 0.9259 -0.7 1.3 0.1
H 4.0908 -0.1795 0.8819 -0.5 -0.4 0.8
H 3.9133 1.5466 1.1972 0.0 0.0 -0.3
N 0.8133 -0.3942 3.0216 -2.5 -0.9 1.8
C 0.1057 -0.8997 3.8334 1.5 0.4 -1.5
C -0.6363 -1.6133 4.7276 0.0 -0.2 0.7
C -0.0975 -2.6532 5.5350 0.6 -1.9 0.5
N 0.1843 -3.6173 6.1294 -0.2 1.7 -0.7
C -2.0257 -1.4228 4.8951 -2.1 1.0 -0.7
N -3.1751 -1.2116 4.9241 1.8 -0.4 0.1
```
Positions in Å, forces in eV/Å.